Entry 1:
{
  "formula": "C2H4OTl",
  "method": "wB97M-V/def2-TZVPD",
  "total_charge": 2,
  "relative_energy_kcal_mol": 12.8,
  "e_homo_ev": [-21.67, -21.71],
  "gap_ha": [0.3835, 0.2396],
  "multiplicity": 2,
  "symbols": ["C", "Tl", "H", "H", "H", "H", "C", "O"],
  "coordinates": [[1.993, -0.212, 1.136], [-0.928, -0.405, -1.332], [0.920, 1.243, 2.030], [2.636, -0.303, 0.256], [1.638, -1.199, 1.467], [2.241, 0.311, 2.251], [0.864, 0.666, 0.906], [-0.156, 0.501, 0.269]],
  "forces_ev_per_a": [[1.0, 1.4, 3.0], [-1.8, -2.3, -3.9], [-1.5, 0.4, -2.9], [0.9, 0.2, 0.5], [-0.5, -0.1, -0.4], [1.6, -2.0, -3.2], [-0.6, -1.4, 3.8], [0.9, 3.7, 3.1]],
  "mulliken_charge": [-0.852, 1.055, 0.357, 0.382, 0.431, 0.328, 0.521, -0.222]
}


Entry 2:
{
  "formula": "C26H44BrN3OP2Sr",
  "method": "wB97M-V/def2-TZVPD",
  "total_charge": 2,
  "e_homo_ev": [-12.15, -12.15],
  "gap_ha": [0.1754, 0.1754],
  "symbols": ["C", "H", "H", "H", "H", "Sr", "C", "H", "H", "C", "C", "C", "H", "H", "C", "H", "H", "H", "C", "C", "H", "H", "P", "N", "H", "C", "H", "C", "H", "H", "C", "H", "N", "H", "H", "H", "H", "H", "H", "H", "H", "C", "H", "Br", "H", "N", "H", "C", "C", "C", "C", "H", "H", "H", "H", "C", "C", "C", "C", "C", "O", "H", "C", "H", "H", "C", "C", "H", "P", "H", "H", "H", "H", "H", "H", "C", "H", "C"],
  "coordinates": [[-0.282, -3.815, -4.370], [-0.604, -4.277, 1.455], [-1.069, -4.493, -4.714], [-3.976, -3.110, -0.331], [-2.974, -0.754, -0.857], [1.145, 2.950, -1.286], [-0.655, -0.538, -3.338], [4.845, -2.221, 1.928], [-0.401, 3.497, -3.383], [-3.466, 3.725, -4.417], [-2.408, 1.072, -1.877], [4.238, -1.124, 0.169], [-0.675, -5.095, -0.124], [-2.705, 3.050, -4.809], [-2.187, 4.079, -2.325], [-0.272, 1.218, -4.499], [3.989, -2.065, -0.338], [-0.690, 0.655, 2.814], [-4.190, -3.084, -1.410], [4.783, -1.893, -3.182], [-3.236, -3.626, -3.308], [-6.279, 6.100, -3.362], [4.864, 0.009, -1.139], [-0.825, 1.141, 1.933], [-2.063, 4.667, -1.402], [-3.061, -3.701, -2.224], [1.253, 3.580, 2.225], [5.093, 2.715, -0.980], [6.034, 2.465, -0.473], [4.725, -2.753, -2.504], [-5.472, 5.411, -3.613], [-1.367, 0.710, 1.194], [-5.562, 4.798, -4.790], [-4.729, 3.480, -6.150], [3.996, 0.126, -3.391], [2.991, -0.914, -2.340], [3.213, 1.722, -1.523], [-4.380, -2.047, -1.707], [3.301, -0.686, 0.539], [-4.402, 5.703, -1.756], [0.084, -1.158, -3.846], [-3.342, 4.358, -3.145], [5.324, 2.874, -2.039], [1.075, 0.046, -0.676], [6.198, -1.722, 0.903], [0.750, 2.751, 2.503], [4.744, 3.668, -0.570], [-4.403, 5.211, -2.732], [-1.047, -2.927, -0.164], [-1.470, 1.683, -2.744], [4.025, -0.675, -2.635], [0.965, 2.340, 3.403], [5.843, -1.659, -3.335], [-5.112, -3.649, -1.574], [-0.044, -2.467, -0.117], [-1.494, -1.144, -2.384], [-0.155, 2.265, 1.632], [-2.358, -0.297, -1.653], [-0.186, -3.768, -2.842], [5.229, -1.406, 1.300], [-0.346, 2.894, 0.541], [0.666, -4.201, -4.764], [-4.607, 3.966, -5.185], [-3.148, 1.679, -1.347], [-2.173, -4.564, 0.713], [-0.754, 0.814, -3.605], [-1.224, 3.136, -2.725], [-1.710, -2.222, 0.351], [-1.466, -2.914, -1.926], [0.755, -3.294, -2.524], [-0.453, -2.843, -4.836], [5.391, -0.538, 1.946], [-0.191, -4.795, -2.446], [4.370, -2.199, -4.149], [3.670, 1.597, 0.237], [-1.131, -4.306, 0.492], [-2.933, -4.774, -1.979], [4.047, 1.618, -0.798]],
  "forces_ev_per_a": [[0.0, -0.2, -0.3], [-0.1, -0.1, -0.3], [0.1, 0.1, 0.1], [-0.1, 0.0, -0.3], [0.2, 0.6, -0.6], [-0.3, -1.0, 0.5], [-0.6, -0.9, 0.1], [0.1, 0.2, 0.0], [0.0, 0.0, 1.0], [-0.4, 0.2, 0.1], [0.4, -0.1, 0.4], [-0.3, 0.1, 0.2], [-0.2, 0.2, 0.3], [-0.1, 0.3, 0.2], [-0.7, 0.9, -0.5], [0.3, 0.0, 0.5], [0.0, 0.1, 0.1], [0.0, 0.2, -0.5], [-0.4, 0.0, 0.1], [0.0, 0.1, -0.1], [-0.1, -0.1, 0.3], [0.2, -0.2, 0.0], [1.1, -0.8, -0.2], [-0.1, 0.4, 0.2], [0.4, 0.7, -0.9], [0.2, -0.2, -0.1], [-0.2, -0.1, 0.3], [0.0, 0.5, 0.0], [-0.3, 0.0, -0.1], [0.0, 0.2, -0.1], [0.5, 0.1, 0.4], [0.2, 0.1, 0.2], [-0.4, 0.1, -0.1], [-0.1, 0.1, 0.1], [0.0, -0.2, 0.1], [0.2, 0.0, -0.4], [0.4, -0.1, 0.2], [0.0, -0.3, 0.0], [0.2, -0.4, 0.1], [0.1, -0.2, -0.3], [-0.3, 0.3, -0.2], [-1.1, -1.2, 0.5], [0.1, -0.1, 0.1], [-0.1, 0.5, 0.1], [-0.1, 0.1, 0.1], [0.2, -0.1, 0.1], [0.1, 0.1, 0.0], [0.1, -0.1, -0.3], [0.2, 0.0, 0.0], [-1.0, 0.0, -1.5], [-0.3, 0.2, 0.2], [-0.1, 0.0, -0.3], [-0.2, 0.0, 0.0], [0.2, 0.1, 0.1], [-0.3, -0.2, 0.0], [0.0, 0.5, 0.3], [-0.1, 0.2, -0.4], [-0.3, -0.5, -0.1], [0.4, -0.2, 0.1], [-0.1, -0.2, 0.0], [0.3, -0.4, 0.7], [-0.2, 0.1, 0.1], [0.8, -0.1, 0.5], [0.5, -0.1, 0.1], [0.2, -0.1, -0.2], [0.3, 0.4, 0.3], [0.5, -1.2, -0.3], [0.1, -0.1, -0.2], [0.2, 1.3, -0.1], [-0.1, -0.1, 0.0], [0.0, -0.1, 0.1], [0.0, 0.0, -0.1], [0.2, 0.2, 0.0], [0.0, 0.0, 0.2], [-0.1, 0.0, -0.3], [0.1, -0.1, 0.2], [0.0, 0.4, -0.1], [0.0, 0.3, -0.1]],
  "mulliken_charge": [-1.224, 0.411, 0.398, 0.294, 0.657, 1.612, -0.654, 0.384, 1.152, -0.249, -1.601, 0.067, 0.305, 0.312, -0.927, 0.433, 0.276, 0.180, -1.204, -1.358, 0.480, 0.374, -0.137, -0.301, 0.385, -0.502, 0.207, -1.287, 0.369, 0.322, -0.312, 0.150, -0.501, 0.378, 0.365, -0.379, -0.726, 0.321, -0.043, 0.373, 0.314, 1.129, 0.363, -0.484, 0.364, -0.381, 0.373, -0.565, -0.275, 2.029, 0.305, 0.168, 0.398, 0.415, 0.191, 0.571, 0.814, -0.956, -0.689, -1.373, -0.862, 0.391, -0.426, 0.484, 0.325, -1.159, -1.871, 0.353, 1.181, 0.447, 0.283, 0.309, 0.464, 0.389, 0.515, -1.313, 0.450, 0.526]
}


Entry 3:
{
  "formula": "C4H12NO",
  "method": "wB97M-V/def2-TZVPD",
  "total_charge": 1,
  "relative_energy_kcal_mol": 108.5,
  "e_homo_ev": -12.83,
  "gap_ha": 0.1822,
  "symbols": ["H", "C", "H", "C", "H", "N", "H", "H", "C", "H", "H", "O", "H", "C", "H", "H", "H", "H"],
  "coordinates": [[0.311, 1.334, -2.775], [-0.374, 0.160, -1.171], [-1.757, -0.573, 1.026], [-1.263, 0.980, -0.392], [-3.241, 0.086, 0.000], [1.895, -2.160, 0.877], [1.426, 1.500, 1.968], [1.696, -1.282, 0.349], [-2.299, 0.317, 0.554], [-0.436, -0.975, -0.977], [0.517, 1.152, 0.816], [1.252, 0.866, 1.330], [2.036, -1.667, 1.801], [0.456, 0.423, -2.221], [1.121, -0.365, -2.486], [2.757, -2.624, 0.525], [-2.586, 0.873, 1.481], [-1.511, 1.954, -0.706]],
  "forces_ev_per_a": [[0.8, 0.4, -0.2], [-1.3, -2.3, 1.8], [-1.2, 0.6, -1.1], [-2.0, -3.2, -1.5], [0.8, 0.0, 0.1], [-0.1, 1.8, 0.5], [0.5, 2.0, 2.0], [0.6, -1.2, -0.1], [2.6, -0.5, 1.3], [0.4, 1.9, 0.6], [-0.5, 0.6, -0.2], [0.2, -2.4, -1.5], [0.3, -1.5, -1.1], [-1.5, 1.1, 0.7], [0.5, -0.3, -0.7], [-0.8, 0.9, 0.6], [0.2, 0.4, -1.1], [0.5, 1.7, -0.1]],
  "mulliken_charge": [0.285, -0.014, 0.331, -0.051, 0.348, -0.685, 0.298, 0.215, -1.006, 0.337, 0.310, -0.530, 0.260, -0.444, 0.299, 0.243, 0.361, 0.441]
}